{
  "formula": "C10H20ClINO5PS",
  "method": "the ωB97M-V functional and the def2-TZVPD basis",
  "species": ["C", "C", "O", "P", "C", "C", "C", "C", "N", "C", "S", "C", "I", "C", "C", "H", "H", "H", "H", "H", "H", "H", "H", "H", "H", "H", "H", "H", "H", "H", "H", "H", "H", "H", "H", "O", "Cl", "O", "O", "O"],
  "xyz": [[1.14334, -2.77658, 0.76537], [1.75230, -1.91805, -0.50507], [0.72562, -1.15441, -1.22873], [0.42104, 0.40372, -0.51744], [-1.46893, 0.67105, -0.50187], [-2.23025, 0.20396, 0.87257], [-3.40083, -0.91003, 0.44105], [-3.10066, 1.51889, 1.43033], [1.08580, 1.62201, -1.69264], [0.67678, 2.88882, -1.35237], [0.63717, 4.53726, -0.83550], [1.30545, 0.73370, 1.14040], [0.36312, 2.36240, 2.33790], [2.84847, 1.29777, 0.82619], [3.82261, 1.25908, 2.15876], [1.94256, -2.67036, 1.63895], [0.95695, -3.89371, 0.45677], [0.15870, -2.26803, 1.15863], [2.68920, -1.30345, -0.16840], [2.16105, -2.73320, -1.27579], [-1.81458, 1.77179, -0.77938], [-1.91013, -0.01345, -1.37499], [-1.53351, -0.25964, 1.69496], [-3.87215, -0.59839, -0.60546], [-3.01494, -2.01423, 0.47270], [-4.27992, -0.73919, 1.22997], [-2.57093, 2.54091, 1.11453], [-2.97960, 1.46850, 2.61575], [-4.22552, 1.49310, 1.10149], [1.34715, -0.20635, 1.86261], [2.69304, 2.45489, 0.57888], [3.32110, 0.82286, -0.13342], [3.37979, 1.99758, 2.98308], [4.86139, 1.74747, 1.83528], [4.00895, 0.18790, 2.59201], [-0.19225, -0.79367, -4.61232], [-1.17985, -1.70489, -4.06750], [-0.51018, -2.76270, -3.33600], [-1.95482, -2.28104, -5.14909], [-2.06252, -0.98233, -3.17221]],
  "lowdin_charge": [-0.089, -0.261, -0.272, 0.984, -0.241, -0.412, -0.101, -0.154, -0.050, -0.626, 0.621, -0.730, 0.892, -0.357, -0.143, 0.089, 0.100, 0.072, 0.105, 0.158, 0.118, 0.086, 0.107, 0.108, 0.090, 0.085, 0.051, 0.081, 0.090, 0.079, 0.079, 0.109, 0.062, 0.098, 0.084, -0.382, 0.638, -0.390, -0.360, -0.417],
  "homo_energy_ev": -8.350,
  "spin_multiplicity": 1
}

{
  "formula": "C10H20F6O12S2V",
  "method": "the ωB97M-V functional and the def2-TZVPD basis",
  "species": ["O", "V", "O", "C", "F", "F", "F", "S", "O", "O", "O", "C", "F", "F", "F", "S", "O", "O", "O", "C", "O", "C", "C", "O", "C", "H", "H", "H", "H", "H", "H", "H", "H", "H", "H", "C", "O", "C", "C", "O", "C", "H", "H", "H", "H", "H", "H", "H", "H", "H", "H"],
  "xyz": [[12.02172, -11.21335, 17.14067], [10.73038, -11.01212, 18.05199], [9.65560, -10.06572, 17.30132], [13.76330, -8.38819, 20.12404], [13.79979, -7.15683, 19.60552], [14.36086, -9.20603, 19.24224], [14.49958, -8.38491, 21.23655], [12.03320, -8.91587, 20.48921], [12.19655, -9.88738, 21.53975], [11.36581, -7.69690, 20.80265], [11.63136, -9.48877, 19.19295], [10.98141, -14.99758, 17.28614], [12.02931, -14.21629, 17.01214], [11.04586, -16.07280, 16.48985], [11.10892, -15.42491, 18.56115], [9.39788, -14.09696, 17.04825], [8.46031, -14.79533, 17.87393], [9.71118, -12.76682, 17.59405], [9.20710, -14.12564, 15.64146], [8.29133, -11.21929, 20.16381], [9.70909, -11.45184, 20.08899], [10.05016, -12.68421, 20.70288], [11.53968, -12.81223, 20.75580], [12.02098, -12.47678, 19.45072], [13.42023, -12.55332, 19.32105], [8.06967, -10.75157, 21.12314], [7.74376, -12.15356, 20.04240], [8.03720, -10.54584, 19.35013], [9.61378, -13.51419, 20.13109], [9.63626, -12.73207, 21.71656], [11.84706, -13.83245, 20.99768], [11.96432, -12.10990, 21.47857], [13.87241, -11.56197, 19.34640], [13.67110, -13.05893, 18.39275], [13.86055, -13.10718, 20.16019], [10.85992, -7.82382, 14.56659], [12.00318, -7.04067, 14.78152], [12.49919, -7.20484, 16.09076], [13.75384, -6.42592, 16.29445], [13.44740, -5.11597, 16.74615], [14.60170, -4.37145, 17.00706], [10.94287, -8.84831, 14.95882], [10.72361, -7.96018, 13.49206], [9.97922, -7.35636, 15.01917], [12.64396, -8.26441, 16.33145], [11.73760, -6.85388, 16.80617], [14.27184, -6.36684, 15.32680], [14.35339, -6.94112, 17.05186], [14.28978, -3.37503, 17.31518], [15.24914, -4.31053, 16.12143], [15.18776, -4.81444, 17.82702]],
  "lowdin_charge": [-0.298, 0.903, -0.324, -0.651, 0.124, 0.114, 0.128, 0.521, -0.282, -0.260, -0.367, -0.640, 0.127, 0.126, 0.111, 0.504, -0.281, -0.367, -0.255, -0.039, -0.262, -0.181, -0.166, -0.268, -0.078, 0.099, 0.100, 0.089, 0.121, 0.141, 0.135, 0.112, 0.081, 0.086, 0.099, -0.117, -0.175, -0.214, -0.206, -0.176, -0.135, 0.082, 0.083, 0.091, 0.124, 0.143, 0.132, 0.114, 0.084, 0.084, 0.086],
  "homo_energy_ev": -7.112,
  "spin_multiplicity": 1,
  "charge": -1
}

{
  "formula": "C10H20IO8PSTm",
  "method": "the ωB97M-V functional and the def2-TZVPD basis",
  "species": ["C", "C", "O", "C", "C", "C", "C", "C", "O", "P", "O", "O", "C", "C", "O", "I", "O", "S", "C", "O", "O", "H", "H", "H", "H", "H", "H", "H", "H", "H", "H", "H", "H", "H", "H", "H", "H", "H", "H", "H", "H", "Tm"],
  "xyz": [[-1.38561, -1.93772, 1.92980], [-1.62792, -2.08512, 0.36481], [-0.54057, -1.65849, -0.37285], [-0.81736, -1.52672, -1.81931], [0.51944, -1.25425, -2.51659], [0.82235, 0.19708, -2.99573], [1.66762, 0.94213, -1.95300], [0.82240, 0.93970, -0.67209], [1.04858, 2.17763, 0.07952], [0.34904, 2.18279, 1.51298], [1.04793, 3.02074, 2.43036], [-1.15757, 2.82011, 1.35316], [-2.03182, 2.17783, 0.47464], [-2.20508, 3.00171, -0.80571], [-2.82387, 2.65301, -1.74481], [-1.22389, 4.97531, -0.97494], [0.06412, 0.64888, 1.96284], [1.26808, -0.23064, 2.72582], [2.71741, -0.43788, 1.69100], [0.66807, -1.52142, 2.87781], [1.66392, 0.30783, 3.95672], [-1.43857, -2.94988, 2.40183], [-2.15151, -1.29581, 2.34084], [-0.38564, -1.53184, 2.14458], [-1.77685, -3.18976, 0.07870], [-2.54477, -1.57727, 0.06953], [-1.27111, -2.45269, -2.17785], [-1.52506, -0.70700, -1.95166], [1.32665, -1.58990, -1.86540], [0.51698, -1.90616, -3.38650], [-0.08726, 0.73474, -3.26102], [1.43724, 0.10163, -3.88642], [1.74593, 1.98761, -2.24201], [2.63358, 0.46618, -1.83144], [-0.20845, 0.91195, -1.02057], [1.07874, 0.07277, -0.07560], [-1.76691, 1.14966, 0.23205], [-3.03544, 2.13104, 0.90700], [3.54725, -0.45314, 2.39395], [2.68208, -1.41698, 1.22942], [2.90730, 0.37340, 0.99478], [-0.52944, -4.25107, 1.40133]],
  "mulliken_spin": [-0.003, -0.001, -0.002, -0.001, 0.000, 0.000, 0.001, 0.012, 0.002, -0.006, 0.000, 0.013, -0.009, -0.056, 0.031, 1.015, 0.001, 0.000, 0.000, 0.000, 0.000, 0.001, -0.001, 0.000, -0.001, 0.000, 0.000, 0.000, 0.000, 0.000, 0.000, 0.000, -0.001, 0.000, -0.001, -0.001, -0.004, 0.003, 0.000, 0.000, 0.000, 1.007],
  "e_above_lowest_kj_mol": 138.0,
  "homo_energy_ev": [-19.378, -19.369],
  "spin_multiplicity": 3,
  "charge": 3
}

{
  "formula": "C10H20MnN3O3",
  "method": "the ωB97M-V functional and the def2-TZVPD basis",
  "species": ["Mn", "N", "C", "C", "C", "N", "H", "H", "H", "H", "H", "H", "H", "H", "H", "H", "C", "O", "C", "C", "H", "H", "H", "H", "H", "H", "O", "C", "C", "C", "C", "O", "N", "H", "H", "H", "H"],
  "xyz": [[0.23685, -0.52097, -0.55899], [0.25445, -0.25457, 1.88641], [0.97165, 0.97483, 2.18561], [0.03555, 2.18693, 2.13261], [-0.90025, 2.18273, 0.91641], [-0.20165, 1.92973, -0.33379], [-0.53035, -0.39057, 2.51681], [0.87065, -1.06687, 1.92101], [1.74415, 1.07523, 1.41671], [1.45275, 0.94553, 3.18241], [0.64205, 3.09773, 2.13101], [-0.58825, 2.19893, 3.03141], [-1.44125, 3.14643, 0.90371], [-1.63675, 1.38533, 1.03881], [0.49915, 2.64363, -0.50889], [-0.87045, 1.94683, -1.10899], [3.66615, -2.76977, -0.38999], [2.49425, -2.01837, -0.22659], [2.26055, -0.83177, -0.99099], [3.53655, -0.23337, -1.55229], [3.85595, -3.01607, -1.44049], [3.51945, -3.69977, 0.16421], [4.55235, -2.25427, 0.01141], [4.04445, -0.88917, -2.27649], [4.26465, -0.00497, -0.75699], [3.29685, 0.69633, -2.06569], [-2.73935, 1.62003, -2.30399], [-2.80405, 0.49453, -1.78079], [-4.13065, -0.14807, -1.30529], [-3.66835, -1.32257, -0.45619], [-2.14875, -1.31777, -0.68169], [-1.35935, -2.14057, -0.15519], [-1.76575, -0.30217, -1.47189], [-4.71045, -0.46597, -2.17619], [-4.72585, 0.58273, -0.75179], [-4.10195, -2.28117, -0.75549], [-3.87505, -1.17857, 0.61001]],
  "mulliken_spin": [4.759, -0.016, -0.032, 0.010, -0.065, 0.043, 0.018, 0.004, 0.015, 0.002, -0.002, 0.001, -0.009, 0.021, -0.022, -0.003, 0.031, -0.029, 0.295, -0.065, 0.004, -0.004, 0.001, 0.024, 0.029, -0.006, 0.016, -0.066, 0.005, -0.026, -0.108, 0.055, 0.108, 0.002, 0.000, 0.001, 0.006],
  "e_above_lowest_kj_mol": 76.8,
  "homo_energy_ev": [0.180, 0.104],
  "spin_multiplicity": 6,
  "charge": -1
}

{
  "formula": "C10H20N3S",
  "method": "the ωB97M-V functional and the def2-TZVPD basis",
  "species": ["C", "C", "C", "C", "C", "C", "C", "C", "C", "C", "N", "N", "N", "S", "H", "H", "H", "H", "H", "H", "H", "H", "H", "H", "H", "H", "H", "H", "H", "H", "H", "H", "H", "H"],
  "xyz": [[-1.74276, 0.91296, 0.47830], [-3.08660, 1.56589, 0.83034], [-4.09213, 0.92888, -0.17437], [-4.10319, -0.59642, -0.09917], [-2.72598, -1.23122, -0.28349], [-1.69558, -0.50510, 0.65461], [0.60778, 0.10676, -0.61088], [5.01351, -1.25972, 0.41168], [4.20252, -0.01009, 0.73710], [3.00207, -0.04582, -0.15331], [-0.86931, 1.68339, 0.06175], [0.61187, 0.08737, -2.00765], [1.82342, 0.82113, 0.01999], [0.06772, -1.13972, 0.42210], [-3.39168, 1.51910, 1.90143], [-3.09737, 2.73833, 0.71231], [-4.98173, 1.47238, 0.01535], [-3.75315, 1.20780, -1.21253], [-4.48621, -0.91445, 0.88168], [-4.80005, -1.03783, -0.78503], [-2.86216, -2.27506, -0.31939], [-2.44118, -1.00342, -1.26004], [-1.99375, -0.85373, 1.58876], [4.48239, -2.19405, 0.70249], [5.26968, -1.36623, -0.61263], [5.89296, -1.14178, 0.91718], [4.64183, 0.98981, 0.67683], [3.95624, -0.19774, 1.85215], [3.12247, -0.10692, -1.17753], [2.67141, -0.95637, 0.13344], [0.39437, 0.93248, -2.42110], [0.77696, -0.81105, -2.48869], [1.91737, 1.75766, -0.43318], [1.66825, 0.92277, 1.04153]],
  "lowdin_charge": [-0.478, -0.117, -0.173, -0.188, -0.167, -0.424, -0.651, -0.080, -0.212, -0.224, 0.249, 0.100, 0.040, 1.032, 0.129, 0.153, 0.100, 0.139, 0.125, 0.113, 0.109, 0.089, 0.099, 0.110, 0.075, 0.051, 0.118, 0.152, 0.117, 0.052, 0.071, 0.132, 0.192, 0.169],
  "e_above_lowest_kj_mol": 418.0,
  "homo_energy_ev": [-11.970, -12.066],
  "spin_multiplicity": 1,
  "charge": 1
}

{
  "formula": "C10H20NO3S",
  "method": "the ωB97M-V functional and the def2-TZVPD basis",
  "species": ["C", "C", "C", "C", "C", "C", "C", "C", "C", "C", "N", "O", "O", "O", "S", "H", "H", "H", "H", "H", "H", "H", "H", "H", "H", "H", "H", "H", "H", "H", "H", "H", "H", "H", "H"],
  "xyz": [[2.07628, 1.89558, 0.22479], [-2.45258, -1.33278, -1.81774], [0.33073, -1.00324, -1.13338], [-0.56659, 1.25146, -1.87908], [-1.15573, -0.67882, 3.08556], [1.36029, -0.61083, 2.53581], [3.91493, 3.19770, -0.69051], [-2.05907, -0.28969, -0.75195], [-0.64009, 0.16044, -0.91216], [0.07404, 0.15109, 2.70971], [0.83481, 2.03671, 0.64126], [2.72056, 0.88018, -0.06768], [-1.51267, 1.60105, 1.34157], [2.66249, 3.12377, 0.04163], [-0.24159, 0.90117, 1.04517], [-2.11113, -1.21309, -2.84470], [-3.50702, -1.55369, -1.92511], [-1.98434, -2.23884, -1.52735], [0.10217, -1.96115, -0.67287], [0.22435, -1.31151, -2.22174], [1.32712, -0.64332, -1.06079], [-1.31092, 1.28647, -2.68602], [-0.85724, 2.26072, -1.22987], [0.51401, 1.24494, -2.22220], [-2.16822, -0.33076, 2.94418], [-1.07684, -1.69019, 2.64656], [-1.20256, -0.98240, 4.17795], [1.80050, -1.01038, 3.38519], [2.06836, 0.09032, 2.10867], [1.25296, -1.47716, 1.95954], [3.95176, 2.12250, -1.03959], [4.54607, 3.50328, 0.04746], [3.55126, 3.83521, -1.59351], [-2.19272, -0.73033, 0.27092], [-2.88338, 0.46669, -0.60151]],
  "lowdin_charge": [-0.692, -0.113, -0.077, -0.100, -0.194, -0.190, -0.049, -0.272, -0.554, -0.386, -0.099, -0.039, -0.449, -0.115, 0.863, 0.068, 0.060, 0.042, 0.078, 0.092, 0.044, 0.076, 0.144, 0.098, 0.046, 0.049, 0.072, 0.038, 0.050, 0.038, 0.086, 0.044, 0.116, 0.104, 0.124],
  "e_above_lowest_kj_mol": 350.0,
  "smiles": "CCC(C)(C)[S@]([O-])(=NC(=O)OC)=C(C)C",
  "homo_energy_ev": [-3.242, -3.242],
  "spin_multiplicity": 1,
  "charge": -1
}

no.,DFT total energy (a.u.),M (g mol⁻¹)
1,-2320.876958,459.7
2,-3635.627803,561.3
3,-3116.163056,627.1
4,-1933.971858,285.2
5,-955.116431,214.4
6,-1071.550882,234.3